[1]
This record from the OMol25 dataset describes a 2-piece molecular cluster, C2H3NO2 overall in a non-equilibrium geometry. The level of theory is the ωB97M-V functional and the def2-TZVPD basis.

Computed properties:
Frontier orbital gap: 0.38391 Ha
HOMO level: -10.33 eV

Element x y z (Å)
C (-1.878, 0.103, 0.030)
C (-0.522, 0.261, -0.073)
N (-3.020, -0.133, -0.002)
O (-0.119, 1.458, -0.415)
O (0.126, -0.716, -0.835)
H (0.012, 0.050, 1.432)
H (0.771, 1.456, -0.503)
H (-0.618, -1.221, -1.152)



[2]
This record from the OMol25 dataset describes one molecule with the formula CH5N3 in a non-equilibrium geometry. The level of theory is the ωB97M-V functional and the def2-TZVPD basis.

Computed properties:
Frontier orbital gap (spin up / spin down): 0.34409 / 0.33012 Ha
HOMO level (spin up / spin down): -9.01 / -8.79 eV

Element x y z (Å)
C (0.716, -0.497, -1.142)
N (-0.538, 0.388, 0.735)
N (-1.297, 0.804, 1.798)
N (0.657, 0.517, -0.104)
H (1.540, -0.280, -1.763)
H (1.076, -1.444, -0.854)
H (-0.256, -0.431, -1.628)
H (-1.059, -0.515, 0.645)
H (-0.840, 1.458, 2.312)



[3]
This record from the OMol25 dataset describes a 2-piece molecular cluster, C19H25N3O5 overall in a non-equilibrium geometry. The level of theory is the ωB97M-V functional and the def2-TZVPD basis.

Computed properties:
SMILES: O=C(O)C(=O)Cc1c[nH]c2ccccc12.CNC(=O)[C@@H](NC(C)=O)C(C)C
Frontier orbital gap: 0.28067 Ha
HOMO level: -8.14 eV

Element x y z (Å)
O (5.051, 5.478, -1.128)
C (5.117, 4.533, -0.350)
O (6.234, 3.756, -0.254)
C (3.929, 4.230, 0.511)
O (4.016, 3.480, 1.486)
C (2.549, 4.834, 0.210)
C (1.646, 3.794, -0.400)
C (0.510, 3.286, 0.180)
N (-0.017, 2.332, -0.684)
C (0.778, 2.214, -1.814)
C (0.674, 1.392, -2.938)
C (1.639, 1.494, -3.949)
C (2.687, 2.417, -3.831)
C (2.779, 3.240, -2.701)
C (1.823, 3.124, -1.684)
H (6.873, 4.121, -0.885)
H (2.118, 5.205, 1.143)
H (2.633, 5.685, -0.471)
H (0.110, 3.572, 1.149)
H (-0.861, 1.789, -0.517)
H (-0.142, 0.683, -3.031)
H (1.571, 0.860, -4.828)
H (3.430, 2.499, -4.619)
H (3.584, 3.961, -2.628)
C (-3.544, -6.102, 1.591)
N (-3.170, -4.743, 1.202)
C (-1.953, -4.373, 0.785)
O (-1.041, -5.188, 0.678)
C (-1.719, -2.881, 0.448)
N (-2.613, -1.938, 1.162)
C (-3.912, -1.758, 0.928)
C (-4.616, -0.725, 1.775)
O (-4.537, -2.403, 0.099)
C (-0.237, -2.470, 0.629)
C (0.021, -1.067, 0.061)
C (0.218, -2.487, 2.097)
H (-4.442, -6.081, 2.209)
H (-2.731, -6.568, 2.153)
H (-3.736, -6.696, 0.697)
H (-3.901, -4.046, 1.141)
H (-1.943, -2.795, -0.615)
H (-2.195, -1.378, 1.887)
H (-4.543, -1.005, 2.824)
H (-4.153, 0.247, 1.617)
H (-5.665, -0.683, 1.483)
H (0.392, -3.159, 0.067)
H (1.086, -0.840, 0.117)
H (-0.285, -1.035, -0.985)
H (-0.526, -0.314, 0.626)
H (1.274, -2.225, 2.152)
H (-0.353, -1.778, 2.693)
H (0.095, -3.489, 2.509)



[4]
This record from the OMol25 dataset describes one molecule with the formula C6H9NS in a non-equilibrium geometry. The level of theory is the ωB97M-V functional and the def2-TZVPD basis.

Computed properties:
SMILES: CCc1scnc1C
Frontier orbital gap: 0.35073 Ha
HOMO level: -8.75 eV

Element x y z (Å)
C (-2.331, -0.024, -0.130)
C (-0.940, -0.233, -0.883)
C (0.184, 0.428, -0.457)
S (0.531, 1.952, -1.130)
C (2.040, 1.885, -0.256)
N (2.201, 0.878, 0.554)
C (1.063, -0.024, 0.471)
C (1.156, -1.408, 1.163)
H (-2.346, 1.160, 0.133)
H (-3.096, -0.315, -0.977)
H (-2.497, -0.695, 0.805)
H (-0.870, -1.401, -1.029)
H (-1.257, 0.136, -1.922)
H (2.675, 2.697, -0.331)
H (2.153, -1.774, 0.762)
H (0.358, -2.112, 1.016)
H (0.976, -1.150, 2.212)



[5]
This record from the OMol25 dataset describes BCsF4 as an isolated structure in a non-equilibrium geometry. The level of theory is the ωB97M-V functional and the def2-TZVPD basis.

Computed properties:
Frontier orbital gap: 0.41565 Ha
HOMO level: -11.85 eV

Element x y z (Å)
Cs (-1.403, -0.032, -1.935)
B (0.327, -0.025, 0.399)
F (0.678, 0.454, 1.730)
F (-1.047, 0.159, 0.316)
F (0.750, 0.746, -0.713)
F (0.694, -1.301, 0.202)



[6]
This record from the OMol25 dataset describes an isolated ion of composition C4H9N3 and charge +2 in a non-equilibrium geometry. The level of theory is the ωB97M-V functional and the def2-TZVPD basis.

Computed properties:
Total charge: +2
SMILES: C=[N+](C)C#[N+]CN
Frontier orbital gap: 0.33707 Ha
HOMO level: -19.99 eV

Element x y z (Å)
C (2.497, -0.938, 1.194)
N (1.429, -0.629, 0.464)
C (1.311, -1.074, -0.959)
C (0.202, -0.002, 0.739)
N (-0.820, 0.578, 0.957)
C (-2.190, 1.366, 0.321)
N (-2.368, 1.055, -0.819)
H (3.354, -1.313, 0.575)
H (2.538, -0.688, 2.289)
H (0.320, -1.468, -1.187)
H (1.979, -1.928, -1.027)
H (1.570, -0.371, -1.641)
H (-1.600, 2.242, 0.500)
H (-2.924, 0.986, 1.017)
H (-3.351, 0.569, -1.082)
H (-1.948, 1.614, -1.339)



[7]
This record from the OMol25 dataset describes one molecule with the formula C5H10O. The level of theory is the ωB97M-V functional and the def2-TZVPD basis.

Computed properties:
Frontier orbital gap (spin up / spin down): 0.27749 / 0.27733 Ha
HOMO level (spin up / spin down): -7.99 / -7.99 eV

Element x y z (Å)
C (-1.131, -1.231, 0.035)
C (-0.427, 0.046, 0.330)
C (-1.087, 1.357, 0.164)
C (0.928, 0.004, 0.846)
C (1.638, -0.132, -0.669)
O (0.909, 0.577, -1.508)
H (-1.961, -1.097, -0.662)
H (-1.531, -1.658, 0.968)
H (-0.420, -1.968, -0.362)
H (-0.377, 1.908, -0.483)
H (-1.157, 1.890, 1.122)
H (-2.071, 1.300, -0.311)
H (1.165, -0.862, 1.472)
H (1.241, 0.941, 1.314)
H (1.561, -1.241, -0.782)
H (2.729, 0.105, -0.627)



Record-wise energy above the lowest of the compared OMol25 structures with the same formula, charge and spin values, in kcal/mol: 78.0; 128.9; 44.0; 37.7; 19.5; 117.3; 81.2
Record-wise molar mass values, in g mol⁻¹: 73.1; 59.1; 375.4; 127.2; 219.7; 99.1; 86.1